# 1
{
  "formula": "C3H5N3",
  "method": "ωB97M-V with the def2-TZVPD basis set",
  "elements": ["C", "C", "N", "N", "N", "C", "H", "H", "H", "H", "H"],
  "xyz": [[-1.8127, -0.6685, 0.0034], [-0.3930, -0.3856, -0.2977], [0.6938, -0.8604, -0.2486], [1.8661, -1.2531, -0.3881], [2.3290, 1.7430, 0.2424], [1.2472, 2.1172, 0.0875], [-2.1660, 0.0123, 0.7846], [-2.4115, -0.4678, -0.8898], [-1.9904, -1.7003, 0.3261], [2.4012, -0.9767, 0.4389], [0.2362, 2.4398, -0.0589]],
  "forces_ev_per_a": [[-0.11, -0.03, 0.02], [0.61, -0.34, -0.03], [-0.56, 0.25, -0.03], [-0.22, 0.04, 0.06], [-1.09, 0.48, -0.10], [0.98, -0.37, 0.14], [0.07, -0.11, -0.12], [0.07, -0.04, 0.15], [0.10, 0.13, -0.04], [-0.06, 0.00, -0.05], [0.22, -0.01, 0.00]],
  "homo_lumo_gap_ev": 9.10,
  "relative_energy_ev": 3.788,
  "e_tot_ev": -7658.6678,
  "multiplicity": 1,
  "e_homo_ev": -8.51
}

***

# 2
{
  "formula": "C3H5N3",
  "method": "ωB97M-V with the def2-TZVPD basis set",
  "elements": ["C", "N", "C", "N", "C", "N", "H", "H", "H", "H", "H"],
  "xyz": [[-0.9905, 0.8612, -1.1403], [0.3516, 0.5065, -0.7412], [0.6105, -0.2493, 0.2439], [-0.1977, -0.9187, 1.1403], [2.0373, -0.5122, 0.4378], [3.1723, -0.6962, 0.5586], [-0.9089, 1.4600, -2.0513], [-1.6110, -0.0162, -1.3702], [-1.5130, 1.4732, -0.3911], [-1.1512, -0.6164, 1.2694], [0.2464, -1.2911, 1.9679]],
  "forces_ev_per_a": [[-0.14, 0.02, -0.02], [0.13, -0.22, 0.24], [0.06, 0.20, -0.26], [-0.11, 0.11, 0.00], [1.08, -0.16, 0.10], [-1.10, 0.11, -0.01], [-0.12, -0.10, 0.16], [0.09, 0.05, 0.12], [0.09, -0.14, 0.00], [0.11, 0.04, -0.15], [-0.08, 0.07, -0.18]],
  "homo_lumo_gap_ev": 10.56,
  "relative_energy_ev": 0.970,
  "smiles": "C/N=C(\\N)C#N",
  "e_tot_ev": -7661.4860,
  "multiplicity": 1,
  "e_homo_ev": -9.94
}

***

# 3
{
  "formula": "C3H5N3O",
  "method": "ωB97M-V with the def2-TZVPD basis set",
  "elements": ["H", "N", "C", "C", "N", "N", "C", "O", "H", "H", "H", "H"],
  "xyz": [[0.0918, 1.8429, -0.3300], [-0.3281, 0.9909, 0.0310], [0.4457, 0.0095, 0.1742], [1.9280, -0.0393, 0.0001], [-0.1803, -1.2730, 0.5313], [-1.4080, -1.3258, 0.3998], [-2.2161, -0.2293, -0.1006], [-2.5988, -0.1751, -1.2410], [2.1502, -0.0739, -1.0708], [2.3628, -0.9248, 0.4653], [2.4097, 0.8561, 0.4060], [-2.6569, 0.3418, 0.7347]],
  "forces_ev_per_a": [[0.16, 0.03, 0.31], [0.24, -0.21, -0.12], [-0.12, 0.47, -0.25], [0.23, 0.00, -0.09], [-0.75, -0.02, 0.17], [0.79, 0.04, -0.04], [-0.41, 0.13, -0.35], [0.15, -0.20, 0.42], [0.01, -0.06, 0.07], [-0.14, 0.07, -0.03], [-0.17, -0.14, -0.05], [0.01, -0.12, -0.04]],
  "homo_lumo_gap_ev": 8.56,
  "relative_energy_ev": 3.166,
  "smiles": "[H]/N=C(C)/N=N\\C=O",
  "e_tot_ev": -9707.4175,
  "multiplicity": 1,
  "e_homo_ev": -9.23
}

***

# 4
{
  "formula": "C3H5N3O",
  "method": "ωB97M-V with the def2-TZVPD basis set",
  "elements": ["O", "C", "C", "N", "N", "C", "N", "H", "H", "H", "H", "H"],
  "xyz": [[-1.9367, 0.2461, -1.1577], [-1.7476, 0.2785, 0.2316], [-0.3370, 0.4657, 0.6266], [0.6913, 1.0137, 0.4092], [1.8921, 0.9463, 0.0213], [1.5583, -1.3280, -0.6471], [0.4374, -1.6286, -0.5614], [-1.4266, -0.5110, -1.4837], [-2.1285, -0.6202, 0.7308], [-2.3058, 1.1349, 0.6210], [2.4339, 1.7672, 0.2648], [2.6003, -1.2435, -0.8056]],
  "forces_ev_per_a": [[0.13, -0.21, -0.10], [-0.14, 0.11, 0.33], [0.37, 0.84, 0.07], [-0.42, -0.73, -0.01], [0.13, 0.18, 0.08], [-1.67, -1.28, -0.22], [1.60, 0.60, -0.09], [-0.08, 0.11, 0.00], [0.05, 0.09, -0.15], [0.01, -0.08, -0.01], [-0.23, 0.28, 0.09], [0.26, 0.08, 0.00]],
  "homo_lumo_gap_ev": 9.69,
  "relative_energy_ev": 4.844,
  "e_tot_ev": -9705.7399,
  "multiplicity": 1,
  "e_homo_ev": -8.69
}

***

# 5
{
  "formula": "C3H5N3O",
  "method": "ωB97M-V with the def2-TZVPD basis set",
  "elements": ["H", "N", "C", "N", "C", "C", "O", "N", "H", "H", "H", "H"],
  "xyz": [[-3.4716, -0.0847, -0.2699], [-2.5180, 0.1816, -0.2407], [-1.7659, -0.8738, 0.0204], [-0.3504, -0.6644, 0.2627], [0.3853, 0.4777, 0.0279], [1.9528, 0.1985, -0.2142], [2.4706, -0.8816, -0.0593], [-0.1377, 1.6521, 0.1884], [0.5400, 2.3862, 0.0698], [-2.0312, -1.8985, 0.0196], [0.2856, -1.4952, 0.4328], [2.5219, 1.1459, -0.2547]],
  "forces_ev_per_a": [[-1.17, -0.58, -0.44], [2.93, -2.81, 1.20], [0.66, 4.91, -0.51], [0.01, -2.19, -0.49], [-0.03, 1.31, 0.52], [-1.37, -0.06, 1.67], [-0.69, 0.86, -0.55], [0.90, -1.89, -0.26], [0.53, 0.32, -0.37], [-0.41, -0.96, 0.30], [-1.44, 1.20, -0.60], [0.08, -0.11, -0.48]],
  "homo_lumo_gap_ev": 9.12,
  "relative_energy_ev": 2.353,
  "smiles": "[H]/N=C/N/C(C=O)=N/[H]",
  "e_tot_ev": -9708.2306,
  "multiplicity": 1,
  "e_homo_ev": -9.29
}

***

# 6
{
  "formula": "C3H5N3O",
  "method": "ωB97M-V with the def2-TZVPD basis set",
  "elements": ["H", "N", "C", "C", "C", "N", "N", "O", "H", "H", "H", "H"],
  "xyz": [[-0.9336, 1.5160, 2.1410], [-0.2799, 1.5496, 1.1864], [0.2253, 0.5919, 0.6404], [0.1583, -0.8692, 0.9132], [0.2501, -1.5427, -0.1988], [0.2638, -0.6444, -1.3441], [0.5991, 0.6906, -0.7469], [-0.5498, 1.3635, -1.4105], [0.2791, -1.2202, 1.9962], [0.1666, -2.5927, -0.4228], [0.8407, -0.8351, -2.0272], [-1.0197, 1.9926, -0.7269]],
  "forces_ev_per_a": [[2.98, -0.64, -3.23], [-3.54, 3.99, 4.49], [-0.36, -4.49, -1.31], [1.42, 0.65, 4.14], [-0.25, 0.63, -3.22], [-2.36, 0.93, 7.32], [-2.87, -0.61, -2.51], [-0.24, 2.39, 1.43], [-0.75, 0.23, -1.94], [0.21, -0.16, 0.23], [3.93, -1.30, -4.24], [1.81, -1.63, -1.16]],
  "homo_lumo_gap_ev": 9.86,
  "relative_energy_ev": 5.640,
  "smiles": "[H]/N=c1\\cc[nH]n1O",
  "e_tot_ev": -9704.9442,
  "multiplicity": 1,
  "e_homo_ev": -8.95
}

***

# 7
{
  "formula": "C3H5N3O",
  "method": "ωB97M-V with the def2-TZVPD basis set",
  "elements": ["O", "C", "C", "N", "N", "C", "N", "H", "H", "H", "H", "H"],
  "xyz": [[2.0920, 0.9442, 1.7128], [0.9730, 1.0761, 0.9020], [0.2140, -0.1505, 0.2541], [0.4415, -1.4013, 0.1700], [-1.2201, -1.7740, -1.0801], [-1.5604, -0.5235, -1.0515], [-0.8995, 0.3992, -0.3900], [2.8457, 0.6429, 1.1928], [1.1437, 1.7244, 0.0287], [0.2011, 1.5630, 1.5051], [-1.8116, -2.3933, -1.6666], [-2.4193, -0.1073, -1.5774]],
  "forces_ev_per_a": [[0.06, -0.57, -0.16], [-0.32, -0.15, -0.17], [-0.97, -0.26, -0.76], [-0.79, 0.36, -0.60], [0.68, 0.86, 0.64], [0.08, 0.47, 0.14], [0.38, 0.14, 0.25], [-0.06, 0.02, 0.03], [0.02, -0.25, 0.15], [0.06, -0.22, -0.14], [1.00, 0.02, 0.78], [-0.12, -0.42, -0.15]],
  "homo_lumo_gap_ev": [8.12, 8.12],
  "relative_energy_ev": 4.485,
  "e_tot_ev": -9706.0986,
  "multiplicity": 1,
  "e_homo_ev": [-9.48, -9.48]
}

***

# 8
{
  "formula": "C3H5N3O",
  "method": "ωB97M-V with the def2-TZVPD basis set",
  "elements": ["C", "C", "C", "N", "N", "N", "O", "H", "H", "H", "H", "H"],
  "xyz": [[-0.1546, 0.6622, 0.5155], [-1.6614, 0.2956, 0.0357], [2.0184, -0.4125, -0.0036], [-0.0617, -1.1491, -0.7741], [-2.7234, 0.8759, 0.2913], [0.5590, -0.2390, -0.0222], [-1.3553, -0.8096, -0.7691], [-0.0613, 1.5479, 1.0396], [2.2996, -1.4205, 0.3910], [2.5619, 0.2528, 0.6358], [2.1358, -0.3544, -1.1315], [-3.5570, 0.7507, -0.2082]],
  "forces_ev_per_a": [[-6.38, -0.53, -0.91], [4.78, -0.03, 0.38], [-0.36, -1.55, -1.77], [1.83, 0.26, 0.44], [0.67, 1.05, 0.88], [0.97, -1.93, -0.28], [-2.14, 0.71, 0.28], [1.27, 1.21, 1.00], [-0.65, 0.62, -0.67], [-0.17, 1.01, -0.17], [1.26, -0.01, 1.59], [-1.07, -0.82, -0.76]],
  "homo_lumo_gap_ev": 8.48,
  "relative_energy_ev": 5.088,
  "e_tot_ev": -9705.4958,
  "multiplicity": 1,
  "e_homo_ev": -7.73
}

***

# 9
{
  "formula": "C3H5N3O",
  "method": "ωB97M-V with the def2-TZVPD basis set",
  "elements": ["N", "C", "C", "O", "N", "C", "N", "H", "H", "H", "H", "H"],
  "xyz": [[1.0530, -1.0431, -0.8846], [-0.0070, -0.3454, -0.8186], [-0.6899, 0.3116, -1.9162], [-1.7205, 0.9042, -1.4521], [-1.9318, 0.7897, -0.0853], [-0.8796, 0.0189, 0.3492], [-0.6002, -0.3782, 1.5338], [2.5538, -0.2757, 2.1256], [1.2794, -1.3714, 0.0623], [-0.4926, 0.3767, -2.9777], [1.8074, -0.2835, 2.1454], [-1.2978, -0.0381, 2.1982]],
  "forces_ev_per_a": [[0.14, -0.15, 0.26], [-0.43, 0.38, -0.52], [1.05, -0.73, 0.23], [-1.12, 0.66, 0.37], [0.35, -0.18, -0.11], [0.17, -0.04, -0.45], [-0.28, 0.09, 0.20], [-0.05, 0.01, 0.01], [0.03, 0.01, -0.14], [-0.02, -0.01, 0.15], [0.12, -0.01, 0.00], [0.04, -0.03, 0.00]],
  "homo_lumo_gap_ev": [6.72, 8.19],
  "relative_energy_ev": 5.735,
  "e_tot_ev": -9704.8488,
  "multiplicity": 1,
  "e_homo_ev": [-8.75, -9.65]
}

***

# 10
{
  "formula": "C3H5N3O",
  "method": "ωB97M-V with the def2-TZVPD basis set",
  "elements": ["N", "C", "N", "C", "O", "C", "N", "H", "H", "H", "H", "H"],
  "xyz": [[1.0383, -1.1454, -1.5614], [0.3849, -0.4098, -0.5845], [-0.0580, 0.8108, -0.6522], [-0.6277, 1.0198, 0.5990], [-1.2081, 2.2026, 0.8768], [-0.5312, -0.0656, 1.3993], [0.1729, -1.0298, 0.6316], [1.2119, -0.5987, -2.3929], [0.5140, -1.9846, -1.7876], [-1.0119, 2.7776, 0.1248], [-0.9746, -0.2964, 2.3572], [1.0895, -1.2805, 0.9901]],
  "forces_ev_per_a": [[-0.08, 0.19, -0.14], [-0.03, 0.10, -0.03], [-0.15, -0.27, 0.02], [0.03, -0.12, 0.15], [0.01, 0.08, -0.19], [0.03, 0.32, 0.08], [0.14, 0.20, -0.17], [-0.03, 0.02, 0.01], [0.26, 0.06, 0.06], [-0.14, -0.01, 0.07], [0.25, 0.13, -0.13], [-0.29, -0.68, 0.27]],
  "homo_lumo_gap_ev": 8.97,
  "relative_energy_ev": 0.855,
  "smiles": "Nc1nc(O)c[nH]1",
  "e_tot_ev": -9709.7293,
  "multiplicity": 1,
  "e_homo_ev": -8.04
}